No. 1
DFT (ωB97M-V/def2-TZVPD) results for C29H40FN9O6S3SeSiSr as an isolated structure.

Each line ends with the Mulliken charge.
CARTESIAN COORDINATES (ANGSTROEM)
Sr -2.027 0.567 -1.516  1.490
N -1.459 5.329 -0.743  -0.491
C -1.281 4.103 -1.343  0.349
S -0.383 2.929 -0.479  -0.339
N -1.768 4.041 -2.572  -1.449
N -1.703 2.805 -3.112  1.126
C -1.721 2.747 -4.388  -1.336
C -1.742 1.451 -5.062  0.995
C -1.505 1.373 -6.435  -0.816
C -1.506 0.135 -7.048  -0.262
C -1.743 -0.995 -6.280  -0.899
C -1.968 -0.828 -4.921  -0.211
N -1.980 0.359 -4.324  0.311
H -1.373 5.309 0.258  0.231
H -2.237 5.855 -1.112  0.260
H -1.714 3.658 -4.987  0.216
H -1.309 2.279 -6.994  0.391
H -1.314 0.050 -8.111  0.398
H -1.742 -1.986 -6.711  0.438
H -2.126 -1.680 -4.271  0.308
C 1.328 0.309 -3.033  -0.813
Si 0.991 -1.485 -2.590  -0.093
C 2.235 -2.053 -1.288  -1.088
C 1.339 -2.508 -4.148  -1.138
N -0.652 -1.601 -2.130  0.592
C -1.259 -2.729 -1.721  -0.077
C -0.644 -3.964 -1.376  -0.455
C -1.358 -5.052 -0.897  -0.879
C -2.737 -5.006 -0.734  -0.593
C -3.398 -3.829 -1.088  -0.554
C -2.668 -2.776 -1.568  0.631
F -3.364 -1.639 -1.931  -0.435
H 2.399 0.520 -2.979  0.446
H 0.843 1.026 -2.364  0.193
H 0.994 0.528 -4.053  0.095
H 3.134 -1.432 -1.294  0.395
H 2.545 -3.089 -1.452  0.427
H 1.822 -1.985 -0.279  0.202
H 2.409 -2.518 -4.380  0.371
H 0.808 -2.099 -5.011  0.227
H 1.016 -3.544 -4.009  0.295
H 0.434 -4.035 -1.458  0.244
H -0.817 -5.954 -0.633  0.371
H -3.288 -5.851 -0.345  0.340
H -4.470 -3.716 -0.990  0.459
N -3.206 -0.078 3.442  -0.465
C -2.220 -1.083 3.898  0.233
C -1.965 -2.153 2.835  -1.578
C -1.116 -1.676 1.654  0.295
N -1.835 -0.693 0.841  1.453
C 0.205 -1.101 2.150  -0.736
C 0.042 0.000 3.203  0.007
N -0.469 1.214 2.564  -0.154
C -0.898 -0.439 4.331  -1.802
H -3.958 -0.519 2.912  0.221
H -3.272 1.328 2.143  0.357
H -3.630 0.373 4.245  0.227
H -2.621 -1.605 4.778  0.268
H -2.917 -2.554 2.471  0.422
H -1.440 -2.983 3.322  0.534
H -0.900 -2.544 1.023  -0.335
H -1.792 0.191 1.350  -0.259
H -2.823 -0.946 0.806  -0.027
H 0.784 -0.711 1.311  -0.002
H 0.800 -1.911 2.583  0.297
H 1.033 0.166 3.644  0.360
H 0.207 1.575 1.896  0.031
H -0.621 1.949 3.245  0.222
H -1.104 0.414 4.988  0.488
H -0.361 -1.175 4.939  0.464
O 7.262 -0.576 4.247  -0.684
S 7.044 0.334 3.146  1.177
O 8.187 0.594 2.302  -0.683
N 5.736 -0.076 2.284  -0.576
C 4.761 0.814 2.383  0.085
S 3.251 0.732 1.669  -0.170
C 5.126 1.995 3.255  0.505
C 4.367 3.111 3.564  -0.494
C 4.921 4.076 4.395  -0.613
C 6.209 3.931 4.907  -0.335
C 6.971 2.812 4.594  -0.623
C 6.401 1.867 3.765  -0.135
H 3.371 3.204 3.149  0.490
H 4.345 4.959 4.648  0.367
H 6.620 4.698 5.553  0.353
H 7.974 2.685 4.981  0.384
O -6.089 2.182 0.914  -0.717
Se -4.808 1.330 0.460  1.129
O -4.309 1.599 -1.073  -0.720
O -3.438 1.923 1.365  -0.462
O -4.862 -0.254 0.820  -0.673

The calculation puts the gap between HOMO and LUMO at 6.590 eV. As for the net charge: -2. As for the spin multiplicity: 1. For the molar mass, the calculation gives 920.6 g mol⁻¹. The energy above the lowest of the compared OMol25 structures with the same formula, charge and spin is 0.000 eV.

No. 2
DFT (ωB97M-V/def2-TZVPD) results for C29H40N3O13PS2W as an isolated structure.

Each line ends with the Mulliken charge.
CARTESIAN COORDINATES (ANGSTROEM)
W 0.589 1.203 0.925  2.616
C -0.412 4.705 3.208  -1.638
C -0.418 3.951 1.903  1.198
O -0.339 2.671 2.049  -0.526
C -0.536 4.615 0.715  -1.410
C -0.677 3.945 -0.547  0.949
C -1.073 4.748 -1.757  -1.657
N -0.496 2.672 -0.630  0.860
N -0.752 2.093 -1.868  -1.122
C -0.667 0.806 -1.718  -0.131
O -0.465 0.211 -0.594  0.753
C -0.799 -0.077 -2.910  0.277
C -1.237 0.412 -4.138  -0.498
C -1.327 -0.434 -5.232  -0.692
C -0.973 -1.773 -5.109  -0.447
C -0.531 -2.260 -3.886  -1.116
C -0.446 -1.418 -2.786  0.108
H -1.213 4.322 3.843  0.282
H -0.538 5.778 3.063  0.339
H 0.533 4.514 3.721  0.295
H -0.617 5.693 0.730  0.187
H -1.080 5.813 -1.523  0.426
H -2.063 4.446 -2.105  0.263
H -0.379 4.548 -2.573  0.291
H -1.494 1.461 -4.213  0.444
H -1.668 -0.049 -6.187  0.390
H -1.037 -2.433 -5.967  0.374
H -0.241 -3.299 -3.785  0.404
H -0.098 -1.779 -1.825  0.556
N 4.246 2.906 2.690  -0.545
C 3.139 2.180 2.365  0.301
O 2.219 2.710 1.743  -0.501
C 3.039 0.753 2.788  -0.630
C 1.574 0.352 2.713  -0.832
H 4.395 3.699 2.084  0.308
H 5.068 2.357 2.883  0.239
H 3.521 0.624 3.768  0.440
H 3.623 0.184 2.054  0.241
H 1.017 0.713 3.585  0.592
H 1.480 -0.731 2.675  -0.096
O 3.983 -1.523 0.452  -0.868
S 2.752 -1.520 -0.306  1.377
O 2.197 -2.836 -0.566  -0.761
O 1.730 -0.606 0.209  -0.459
C 3.148 -0.881 -1.948  0.136
C 3.157 -1.827 -2.967  -0.705
C 3.417 -1.470 -4.280  -0.482
C 3.670 -0.146 -4.593  -0.639
C 3.666 0.807 -3.586  -0.682
C 3.410 0.457 -2.266  -0.373
S 3.409 1.818 -1.087  1.719
O 3.841 2.974 -1.846  -0.917
O 4.283 1.440 0.000  -0.763
O 1.983 1.939 -0.704  -0.584
H 2.928 -2.850 -2.703  0.525
H 3.402 -2.227 -5.056  0.359
H 3.859 0.153 -5.617  0.363
H 3.853 1.849 -3.802  0.535
C 0.558 -4.289 1.757  -1.749
C -0.602 -3.598 2.458  1.897
C -1.927 -4.253 2.083  -1.613
C -0.401 -3.599 3.971  -1.831
O -0.543 -2.244 1.981  0.464
P -1.662 -1.122 2.164  -0.484
O -2.439 -1.251 3.423  -0.979
O -0.964 0.187 1.906  -0.250
O -2.594 -1.466 0.887  0.484
C -3.831 -0.789 0.610  1.911
C -4.935 -1.435 1.444  -2.030
C -3.746 0.709 0.892  -1.726
C -4.069 -1.024 -0.876  -1.508
H 0.613 -5.338 2.063  0.433
H 1.496 -3.792 2.008  0.332
H 0.445 -4.224 0.675  0.297
H -1.909 -5.305 2.381  0.543
H -2.083 -4.189 1.005  0.230
H -2.756 -3.754 2.585  0.311
H -0.368 -4.627 4.344  0.421
H -1.211 -3.056 4.454  0.389
H 0.543 -3.107 4.211  0.306
H -4.706 -1.324 2.503  0.368
H -4.999 -2.501 1.210  0.313
H -5.900 -0.969 1.223  0.465
H -3.597 0.900 1.956  0.358
H -4.679 1.184 0.576  0.545
H -2.913 1.155 0.350  0.146
H -4.083 -2.096 -1.086  0.318
H -3.268 -0.572 -1.459  0.162
H -5.024 -0.590 -1.182  0.406

The calculation puts the gap between HOMO and LUMO (spin up / spin down) at 5.672 / 6.805 eV. As for the expectation value of S²: 2.01. As for the net charge: -2. As for the spin multiplicity: 3. For the molar mass, the calculation gives 917.6 g mol⁻¹. The energy above the lowest of the compared OMol25 structures with the same formula, charge and spin is 0.000 eV.

No. 3
DFT (ωB97M-V/def2-TZVPD) results for C29H41AsN2NbO3S2 as an isolated structure at a distorted geometry.

Each line ends with the Mulliken charge.
CARTESIAN COORDINATES (ANGSTROEM)
Nb 2.222 1.052 2.861  0.873
N 4.160 -0.002 2.269  -0.471
C 5.371 0.189 3.142  -0.481
C 5.314 -0.582 4.461  -0.571
C 4.250 0.025 5.398  -0.515
N 2.920 -0.165 4.835  -0.484
H 3.958 -0.991 2.151  0.279
H 4.372 0.506 1.411  0.387
H 5.536 1.296 3.261  0.320
H 6.284 -0.172 2.634  0.360
H 6.237 -0.383 4.979  0.354
H 5.260 -1.679 4.335  0.280
H 4.343 1.124 5.547  0.294
H 4.328 -0.453 6.395  0.376
H 2.204 0.048 5.639  0.357
H 2.756 -1.117 4.612  0.278
C -3.569 2.732 -0.931  -0.769
O -2.847 2.331 -2.083  -0.199
C -2.445 3.394 -2.901  -0.273
C -1.769 2.758 -4.120  -0.747
O -0.478 2.257 -3.877  -0.235
C 0.569 3.239 -3.910  -0.694
H -3.415 3.863 -0.815  0.360
H -3.045 2.298 0.005  0.214
H -4.645 2.490 -0.962  0.268
H -1.847 4.146 -2.292  0.336
H -3.384 3.993 -3.291  0.348
H -1.690 3.428 -4.977  0.447
H -2.444 1.932 -4.454  0.238
H 0.374 3.991 -4.740  0.316
H 1.544 2.734 -4.106  0.221
H 0.511 3.798 -2.953  0.257
C 2.403 5.218 4.942  -1.347
C 2.432 3.992 4.023  0.768
S 1.624 2.561 4.714  -0.310
C 2.947 4.125 2.743  0.549
C 3.421 5.498 2.125  -1.282
S 2.932 2.786 1.474  -0.300
H 3.441 5.534 5.224  0.313
H 1.832 4.890 5.858  0.423
H 1.856 6.032 4.408  0.323
H 4.223 5.787 2.823  0.310
H 2.591 6.248 2.186  0.283
H 3.742 5.421 1.074  0.462
O 1.185 -0.159 2.093  -0.802
As -1.858 -1.592 -1.785  0.667
C -3.216 -2.313 -3.005  0.128
C -4.407 -1.623 -3.144  -0.182
C -5.455 -2.195 -3.888  -0.589
C -5.297 -3.425 -4.574  -0.444
C -4.045 -4.048 -4.553  -0.839
C -3.013 -3.467 -3.798  0.155
C -2.501 -2.440 -0.124  0.394
C -3.762 -2.981 0.054  0.040
C -4.198 -3.420 1.319  -0.692
C -3.491 -3.055 2.451  -0.343
C -2.278 -2.324 2.302  -0.655
C -1.747 -2.105 1.055  -0.545
C -0.499 -2.929 -2.280  -0.115
C 0.120 -2.620 -3.474  -0.107
C 1.197 -3.381 -3.962  -0.704
C 1.669 -4.439 -3.155  -0.345
C 1.123 -4.709 -1.940  -0.686
C 0.011 -3.968 -1.514  -0.094
H -4.509 -0.649 -2.693  0.524
H -6.365 -1.672 -4.051  0.475
H -6.052 -3.828 -5.173  0.494
H -3.942 -4.986 -5.028  0.468
H -2.017 -3.783 -3.991  0.447
H -4.412 -3.233 -0.821  0.276
H -5.028 -4.115 1.388  0.437
H -3.745 -3.265 3.482  0.416
H -1.667 -2.084 3.164  0.428
H -0.883 -1.502 0.947  0.642
H -0.354 -1.926 -4.148  0.524
H 1.572 -3.053 -4.949  0.420
H 2.426 -5.140 -3.480  0.435
H 1.504 -5.503 -1.278  0.423
H -0.445 -4.242 -0.565  0.439

The calculation puts the gap between HOMO and LUMO (spin up / spin down) at 1.923 / 1.707 eV. As for the net charge: +3. As for the spin multiplicity: 1. For the molar mass, the calculation gives 697.6 g mol⁻¹. The energy above the lowest of the compared OMol25 structures with the same formula, charge and spin is 3.378 eV.

No. 4
DFT (ωB97M-V/def2-TZVPD) results for C29H41BiF5P2 as an isolated structure at a distorted geometry.

Each line ends with the Mulliken charge.
CARTESIAN COORDINATES (ANGSTROEM)
Bi -0.180 1.122 -3.347  0.587
C -0.840 -2.357 1.124  0.116
C 0.460 -2.581 0.595  1.174
C 0.656 -1.142 2.375  0.676
C -0.717 -1.471 2.229  0.943
C 1.386 -1.829 1.369  0.221
C -2.097 -2.967 0.639  -1.702
H -2.032 -3.208 -0.430  0.337
H -2.943 -2.284 0.790  0.440
H -2.331 -3.903 1.175  0.299
C -1.802 -0.969 3.090  -1.306
H -2.766 -1.401 2.799  0.398
H -1.888 0.126 3.025  0.289
H -1.619 -1.217 4.146  0.369
C 1.200 -0.240 3.406  -1.326
H 0.909 -0.569 4.413  0.351
H 0.821 0.785 3.276  0.223
H 2.292 -0.206 3.356  0.429
C 2.850 -1.797 1.188  -1.592
H 3.354 -2.519 1.848  0.318
H 3.248 -0.804 1.429  0.398
H 3.128 -2.047 0.157  0.362
C 0.799 -3.450 -0.552  -1.482
H 1.079 -4.463 -0.219  0.349
H 1.653 -3.044 -1.114  0.371
H -0.052 -3.555 -1.239  0.332
C -1.402 1.944 -4.945  -0.520
C -2.300 0.693 -5.002  -0.824
C -1.771 -0.453 -5.937  -0.821
C -0.272 -0.637 -6.162  -1.022
C 0.650 -0.179 -5.046  -0.168
C 1.305 1.124 -5.054  -0.330
C 0.906 2.130 -6.108  -1.028
C -0.624 2.378 -6.173  -1.419
H -2.245 -0.232 -6.897  0.359
H 0.016 -0.200 -7.126  0.281
H -2.188 -1.424 -5.649  0.459
H -1.067 1.938 -7.078  0.317
H -1.918 2.813 -4.513  1.051
H -3.295 0.997 -5.399  0.614
H -0.786 3.462 -6.281  0.415
H 1.379 3.096 -5.875  0.383
H 2.293 1.220 -4.592  0.476
H 1.288 1.826 -7.094  0.446
H -0.112 -1.725 -6.273  0.430
H 1.169 -1.027 -4.542  0.631
P -2.921 0.415 -3.152  0.845
C -4.417 1.414 -3.149  -1.414
C -3.349 -1.323 -3.209  -1.221
P 3.698 3.016 -1.878  -0.003
C 1.974 3.115 -2.320  -0.362
C 4.091 1.294 -2.450  -0.639
C 4.307 4.013 -3.306  -1.144
H -4.153 2.477 -3.071  0.279
H -4.958 1.122 -2.242  0.439
H -5.056 1.256 -4.028  0.453
H -2.484 -1.860 -3.610  0.305
H -4.247 -1.454 -3.832  0.382
H -3.553 -1.632 -2.173  0.291
H 4.124 3.487 -4.257  0.307
H 5.378 4.230 -3.158  0.369
H 3.734 4.948 -3.276  0.372
H 1.326 3.407 -1.487  0.171
H 1.809 3.754 -3.183  0.341
H 4.501 0.763 -1.577  0.329
H 4.870 1.288 -3.234  0.304
H 3.210 0.726 -2.798  -0.012
F -0.881 1.118 0.180  0.037
C -0.998 2.429 -0.183  0.799
C -1.105 2.768 -1.522  -1.371
C -1.307 4.110 -1.783  0.394
F -1.570 4.553 -3.044  -0.381
C -1.239 5.096 -0.790  0.274
F -1.359 6.397 -1.119  -0.316
C -1.010 4.739 0.532  0.623
F -0.892 5.682 1.490  -0.330
C -0.924 3.386 0.851  -0.090
F -0.761 3.008 2.146  -0.337

The calculation puts the gap between HOMO and LUMO (spin up / spin down) at 2.553 / 2.547 eV. As for the net charge: +1. As for the spin multiplicity: 1. For the molar mass, the calculation gives 755.6 g mol⁻¹. The energy above the lowest of the compared OMol25 structures with the same formula, charge and spin is 3.013 eV.

No. 5
DFT (ωB97M-V/def2-TZVPD) results for C29H41Cl2F10N7PbS as an isolated structure.

Each line ends with the Mulliken charge.
CARTESIAN COORDINATES (ANGSTROEM)
Pb 0.426 1.362 0.503  1.008
C 3.899 2.270 -0.158  -1.623
N 2.926 2.160 0.928  0.961
C 2.703 3.485 1.521  -0.932
C 1.795 4.378 0.691  -0.919
N 0.456 3.813 0.585  0.481
C -0.574 4.681 0.550  0.113
C -0.506 6.090 0.351  0.331
F 0.633 6.670 -0.103  -0.361
C -1.575 6.950 0.512  0.134
F -1.380 8.262 0.358  -0.313
C -2.842 6.476 0.797  0.640
F -3.879 7.304 0.972  -0.322
C -2.994 5.105 0.867  -0.004
F -4.203 4.574 1.089  -0.338
C -1.912 4.262 0.730  -0.431
F -2.182 2.937 0.790  -0.274
C 3.493 1.222 1.918  -1.259
C 2.584 0.902 3.087  -0.684
N 1.400 0.221 2.602  0.022
C 0.680 -0.439 3.536  -0.046
C 0.569 -0.138 4.914  0.647
F 1.212 0.928 5.440  -0.410
C -0.227 -0.853 5.791  -0.009
F -0.325 -0.453 7.065  -0.340
C -0.945 -1.955 5.368  0.583
F -1.731 -2.635 6.214  -0.348
C -0.823 -2.333 4.041  -0.115
F -1.454 -3.431 3.603  -0.320
C -0.036 -1.607 3.181  -0.395
F 0.075 -2.054 1.917  0.212
H 4.875 2.595 0.225  0.428
H 3.579 2.999 -0.900  0.406
H 4.032 1.298 -0.632  0.266
H 3.665 3.997 1.676  0.338
H 2.225 3.359 2.490  0.154
H 2.233 4.555 -0.302  0.207
H 1.783 5.335 1.215  0.635
H 4.443 1.626 2.300  0.326
H 3.703 0.287 1.392  0.358
H 2.373 1.807 3.667  0.398
H 3.153 0.240 3.754  0.567
Cl -0.821 2.776 3.484  -0.008
C -2.347 1.888 3.614  -0.521
Cl -2.428 0.549 2.452  -0.031
H -3.159 2.572 3.394  0.425
H -2.417 1.474 4.613  0.377
N -1.330 2.005 -2.149  -0.280
C -0.384 2.339 -3.196  -0.754
C 0.782 1.348 -3.238  -0.375
N 1.573 1.322 -1.988  -0.142
H -1.738 1.088 -2.302  0.094
H -2.078 2.684 -2.093  0.216
H 0.009 3.338 -2.986  0.368
H -0.846 2.361 -4.190  0.402
H 1.418 1.620 -4.088  0.410
H 0.397 0.345 -3.410  -0.094
H 2.078 2.197 -1.918  0.110
H 2.236 0.557 -2.010  0.180
C -0.860 -5.125 0.081  -0.894
C 0.532 -5.240 0.695  -0.216
C 1.665 -4.889 -0.271  -0.929
C 1.639 -3.432 -0.751  -0.025
N 0.947 -3.276 -2.023  0.057
C -0.051 -2.424 -2.274  -0.052
S -0.721 -1.405 -1.120  -0.435
N -0.525 -2.380 -3.557  -0.173
C -0.635 -3.553 -4.425  -1.347
C -1.624 -4.608 -3.903  -0.080
C -2.938 -4.017 -3.384  -0.101
C -3.697 -3.200 -4.428  -1.406
H -1.617 -5.413 0.810  0.447
H -0.959 -5.778 -0.790  0.281
H -1.070 -4.097 -0.220  0.052
H 0.687 -6.261 1.052  0.433
H 0.591 -4.578 1.562  0.007
H 1.626 -5.556 -1.140  0.378
H 2.618 -5.071 0.229  0.370
H 2.663 -3.065 -0.874  0.232
H 1.139 -2.797 -0.023  -0.166
H 1.247 -3.879 -2.773  0.231
H -1.335 -1.783 -3.599  0.306
H 0.352 -4.001 -4.557  0.436
H -0.953 -3.188 -5.401  0.474
H -1.154 -5.169 -3.091  -0.090
H -1.834 -5.310 -4.714  0.497
H -2.740 -3.404 -2.501  0.075
H -3.572 -4.842 -3.054  0.485
H -3.158 -2.296 -4.722  0.297
H -4.663 -2.888 -4.033  0.392
H -3.871 -3.790 -5.330  0.317

The calculation puts the gap between HOMO and LUMO at 6.782 eV. As for the spin multiplicity: 1. For the molar mass, the calculation gives 987.8 g mol⁻¹. The energy above the lowest of the compared OMol25 structures with the same formula, charge and spin is 0.990 eV.

The evaluated E_tot for the records listed, in turn: -6089.6400; -3476.6234; -4552.8789; -2525.6479; -4022.9587 Eh.